[1]
{
  "formula": "C8H5Cl2O4",
  "method": "ωB97M-V with the def2-TZVPD basis set",
  "symbols": ["C", "C", "C", "C", "C", "C", "C", "C", "O", "O", "O", "O", "Cl", "Cl", "H", "H", "H", "H", "H"],
  "coordinates": [[1.469, 1.347, 0.089], [0.525, 2.148, -0.556], [1.095, 0.151, 0.631], [-0.804, 1.787, -0.555], [-0.254, -0.247, 0.562], [-1.183, 0.469, -0.167], [1.915, -2.912, -0.746], [-2.661, 0.361, 0.029], [1.587, -3.770, -0.064], [2.187, -2.098, -1.494], [-3.475, 1.320, -0.296], [-2.888, -0.789, 0.550], [4.007, -1.649, 0.974], [-4.625, -1.408, 0.632], [2.501, 1.550, -0.080], [0.867, 3.020, -1.012], [1.807, -0.447, 1.163], [-1.710, 2.306, -0.779], [-0.360, -1.139, 1.116]],
  "homo_energy_ha": -0.159,
  "total_charge": -1,
  "homo_lumo_gap_ev": 4.62,
  "spin_multiplicity": 1,
  "relative_energy_kj_mol": 0.0
}



[2]
{
  "formula": "C8H5F3O2S",
  "method": "ωB97M-V with the def2-TZVPD basis set",
  "symbols": ["O", "C", "C", "F", "F", "F", "H", "O", "C", "C", "C", "C", "C", "S", "C", "H", "H", "H", "H"],
  "coordinates": [[-3.241, -0.997, 0.570], [-2.430, -0.112, 0.798], [-2.156, 0.998, -0.157], [-2.154, 0.703, -1.478], [-1.021, 1.599, 0.117], [-3.133, 1.975, 0.011], [-2.011, 0.102, 1.788], [-1.432, -2.646, -0.035], [-0.584, -1.685, 0.073], [0.357, -0.942, 0.380], [1.500, -0.146, 0.134], [1.873, 0.470, -1.077], [3.152, 0.906, -1.048], [3.886, 0.588, 0.530], [2.404, -0.080, 1.134], [-2.322, -2.273, -0.042], [1.243, 0.537, -1.920], [3.724, 1.548, -1.811], [2.344, -0.546, 2.031]],
  "smiles": "O=CC(F)(F)F.OC#Cc1ccsc1",
  "homo_energy_ha": -0.325,
  "homo_lumo_gap_ev": 8.31,
  "spin_multiplicity": 1,
  "relative_energy_kj_mol": 0.0
}



[3]
{
  "formula": "C8H5NO2S",
  "method": "ωB97M-V with the def2-TZVPD basis set",
  "symbols": ["O", "S", "O", "N", "C", "C", "C", "C", "C", "C", "C", "C", "H", "H", "H", "H", "H"],
  "coordinates": [[-3.285, 1.311, 0.506], [-2.462, 0.716, -0.474], [-2.853, 0.824, -1.886], [-2.161, -0.896, 0.033], [-0.913, -1.001, 0.349], [0.136, -2.061, 0.536], [1.438, -1.799, 0.361], [2.077, -0.478, 0.067], [1.209, 0.549, 0.128], [-0.183, 0.215, 0.294], [-0.697, 1.354, -0.253], [0.731, 2.041, -0.258], [-0.081, -3.144, 0.915], [2.040, -2.685, 0.473], [3.105, -0.285, -0.336], [0.837, 2.663, 0.678], [1.062, 2.674, -1.133]],
  "smiles": "O=S1(=O)N=c2cccc3c2=C1C3",
  "homo_energy_ha": [-0.339, -0.339],
  "homo_lumo_gap_ev": [7.74, 7.74],
  "spin_multiplicity": 1,
  "relative_energy_kj_mol": 513.0
}



[4]
{
  "formula": "C8H5NOS",
  "method": "ωB97M-V with the def2-TZVPD basis set",
  "symbols": ["O", "C", "C", "C", "C", "C", "C", "N", "C", "C", "S", "H", "H", "H", "H", "H"],
  "coordinates": [[-4.028, 0.688, 0.398], [-3.369, -0.309, -0.067], [-1.875, -0.337, -0.061], [-1.086, 0.786, -0.046], [0.269, 0.411, -0.075], [1.448, 1.241, 0.027], [2.724, 0.624, 0.137], [2.839, -0.653, 0.172], [1.733, -1.431, 0.158], [0.508, -0.921, 0.005], [-1.058, -1.782, 0.065], [-3.771, -1.039, -0.556], [-1.421, 1.785, -0.214], [1.428, 2.277, -0.083], [3.624, 1.188, 0.012], [2.036, -2.528, 0.128]],
  "smiles": "O=Cc1cc2ccncc2s1",
  "homo_energy_ha": -0.324,
  "homo_lumo_gap_ev": 7.95,
  "spin_multiplicity": 1,
  "relative_energy_kj_mol": 17.8
}



Repeat the second record exactly.
{
  "formula": "C8H5F3O2S",
  "method": "ωB97M-V with the def2-TZVPD basis set",
  "symbols": ["O", "C", "C", "F", "F", "F", "H", "O", "C", "C", "C", "C", "C", "S", "C", "H", "H", "H", "H"],
  "coordinates": [[-3.241, -0.997, 0.570], [-2.430, -0.112, 0.798], [-2.156, 0.998, -0.157], [-2.154, 0.703, -1.478], [-1.021, 1.599, 0.117], [-3.133, 1.975, 0.011], [-2.011, 0.102, 1.788], [-1.432, -2.646, -0.035], [-0.584, -1.685, 0.073], [0.357, -0.942, 0.380], [1.500, -0.146, 0.134], [1.873, 0.470, -1.077], [3.152, 0.906, -1.048], [3.886, 0.588, 0.530], [2.404, -0.080, 1.134], [-2.322, -2.273, -0.042], [1.243, 0.537, -1.920], [3.724, 1.548, -1.811], [2.344, -0.546, 2.031]],
  "smiles": "O=CC(F)(F)F.OC#Cc1ccsc1",
  "homo_energy_ha": -0.325,
  "homo_lumo_gap_ev": 8.31,
  "spin_multiplicity": 1,
  "relative_energy_kj_mol": 0.0
}